Record 1
{
  "formula": "C41H39Br2O6",
  "method": "ωB97M-V/def2-TZVPD",
  "charge": -1,
  "species": ["C", "C", "C", "C", "C", "C", "C", "C", "C", "C", "O", "O", "C", "Br", "C", "C", "Br", "H", "H", "H", "H", "H", "H", "H", "H", "H", "H", "H", "H", "H", "H", "H", "H", "H", "H", "H", "H", "H", "H", "H", "C", "C", "C", "C", "C", "C", "C", "O", "C", "C", "C", "C", "C", "C", "C", "O", "H", "H", "H", "H", "H", "H", "H", "H", "C", "C", "C", "C", "C", "C", "C", "O", "C", "C", "C", "C", "C", "C", "C", "O", "H", "H", "H", "H", "H", "H", "H", "H"],
  "positions_angstrom": [[-2.22929, -0.64508, -0.05884], [-3.55008, -1.36077, 0.22458], [-4.46567, -1.46365, -1.00718], [-5.97373, -1.31568, -0.74352], [-6.47373, -2.63416, -0.13306], [-6.72161, -0.96174, -2.01595], [-8.20810, -1.25416, -1.97220], [-9.01758, -0.49349, -0.89106], [-10.19375, -1.27903, -0.32522], [-11.51860, -1.06908, -1.02339], [-11.83261, -0.11744, -1.66462], [-12.41014, -2.12312, -0.88155], [-6.46107, 0.29237, -2.62825], [-4.94178, 0.33334, -4.18866], [-6.13280, 1.50815, -1.75608], [-4.75112, 1.70661, -1.16552], [-6.62111, 3.20580, -2.72594], [-1.93468, -0.80449, -1.10093], [-1.40759, -1.00221, 0.56609], [-2.31737, 0.43569, 0.07885], [-4.08845, -0.84412, 1.03081], [-3.33491, -2.36704, 0.60261], [-4.33268, -2.45283, -1.46567], [-4.14626, -0.75298, -1.77066], [-6.09345, -0.56000, 0.07172], [-6.60746, -3.37234, -0.93137], [-7.42845, -2.53283, 0.39229], [-5.75065, -3.02838, 0.59013], [-8.63940, -1.02236, -2.95441], [-8.40236, -2.33026, -1.82630], [-9.40594, 0.43987, -1.31285], [-8.34737, -0.22138, -0.06834], [-9.98593, -2.35396, -0.32392], [-10.38056, -1.00238, 0.72330], [-12.56101, -2.29317, 0.05587], [-7.31148, 0.56455, -3.24775], [-6.88502, 1.50309, -0.96376], [-3.98310, 1.48082, -1.90626], [-4.62501, 2.73304, -0.82182], [-4.62640, 1.04888, -0.30199], [-0.00908, -2.02748, -4.63216], [0.96172, -1.98958, -5.62749], [2.30044, -1.86809, -5.29454], [2.67738, -1.77721, -3.95905], [1.70274, -1.81471, -2.96073], [0.36030, -1.94289, -3.30031], [2.06210, -1.69274, -1.51775], [1.20948, -1.74654, -0.66078], [3.50316, -1.49125, -1.18257], [3.86528, -1.32197, 0.14868], [5.19649, -1.14445, 0.48501], [6.17093, -1.13923, -0.50754], [5.81512, -1.30572, -1.83501], [4.47916, -1.47941, -2.17931], [4.12176, -1.63993, -3.62203], [4.97967, -1.64889, -4.48011], [-1.05567, -2.11431, -4.89354], [0.66875, -2.04906, -6.66772], [3.07059, -1.83506, -6.05329], [-0.37788, -1.96111, -2.50980], [3.08740, -1.32906, 0.90027], [5.47715, -0.99768, 1.52022], [7.21142, -1.00152, -0.24152], [6.55488, -1.30270, -2.62419], [8.68875, 5.12222, 1.39282], [7.59466, 4.45402, 0.85375], [6.96553, 3.45424, 1.57580], [7.43248, 3.11572, 2.84086], [8.53547, 3.77980, 3.37869], [9.15909, 4.78694, 2.65103], [9.07337, 3.42430, 4.72401], [10.02436, 4.00736, 5.19822], [8.39681, 2.31733, 5.46323], [8.89495, 1.93810, 6.70447], [8.28022, 0.92076, 7.41415], [7.16275, 0.27943, 6.89083], [6.66301, 0.65182, 5.65472], [7.27993, 1.66891, 4.93537], [6.72862, 2.04105, 3.59948], [5.75126, 1.48973, 3.14325], [9.17500, 5.90649, 0.82732], [7.23167, 4.71567, -0.13156], [6.10970, 2.92408, 1.17989], [10.00943, 5.29124, 3.08961], [9.76217, 2.45457, 7.09295], [8.67011, 0.62554, 8.37966], [6.68129, -0.51214, 7.45013], [5.79440, 0.16928, 5.22742]],
  "forces_ev_per_a": [[0.130, 0.013, -0.162], [-0.168, -0.153, 0.140], [0.071, -0.146, -0.156], [0.172, -0.316, 0.077], [0.009, -0.082, 0.043], [-0.266, 0.909, 0.813], [-0.157, -0.680, -0.509], [0.117, 0.287, -0.055], [-0.197, -0.157, 0.231], [0.204, -0.183, 0.107], [0.013, 0.085, -0.295], [-0.373, 0.297, 0.059], [-1.161, -0.109, 0.999], [0.815, 0.021, -0.916], [0.092, 0.142, -0.151], [0.046, -0.058, 0.065], [0.034, -0.144, 0.022], [0.037, -0.007, 0.083], [-0.067, 0.053, 0.032], [-0.009, -0.056, -0.044], [0.087, -0.049, -0.019], [-0.048, 0.096, 0.032], [0.059, 0.130, -0.091], [-0.061, -0.006, 0.087], [0.038, 0.031, -0.200], [0.086, -0.005, 0.097], [-0.008, 0.038, -0.076], [-0.057, 0.035, -0.036], [-0.021, -0.054, 0.072], [0.034, 0.106, 0.005], [0.135, 0.005, 0.110], [-0.074, -0.070, -0.047], [0.025, 0.079, 0.019], [0.014, -0.011, -0.052], [0.301, -0.239, -0.039], [0.196, 0.064, -0.169], [0.065, 0.064, -0.053], [-0.046, 0.079, 0.052], [-0.038, -0.023, 0.008], [0.011, -0.001, -0.107], [-0.037, -0.011, 0.020], [0.031, 0.003, -0.012], [-0.021, -0.002, 0.002], [0.057, -0.018, -0.025], [-0.030, 0.038, 0.067], [0.022, 0.010, -0.032], [-0.079, 0.014, -0.237], [0.097, -0.016, 0.193], [-0.038, -0.033, 0.030], [0.036, 0.001, 0.000], [-0.016, 0.036, 0.040], [0.018, -0.004, -0.023], [0.000, 0.000, 0.020], [0.019, 0.005, -0.027], [-0.093, 0.006, 0.053], [0.024, 0.000, -0.010], [-0.004, 0.025, 0.000], [-0.005, -0.002, 0.006], [-0.004, -0.004, 0.002], [0.002, -0.001, -0.015], [0.002, -0.001, -0.003], [-0.008, 0.015, -0.003], [-0.003, 0.005, 0.002], [-0.003, 0.002, 0.002], [0.020, 0.008, 0.019], [-0.022, -0.020, -0.003], [0.009, 0.025, -0.007], [-0.041, -0.025, 0.001], [0.042, 0.003, 0.020], [-0.009, 0.004, -0.020], [-0.076, -0.042, -0.034], [0.017, 0.004, 0.004], [0.029, 0.030, 0.005], [-0.018, -0.014, 0.015], [0.024, 0.019, 0.003], [-0.024, -0.006, -0.020], [0.009, -0.003, 0.024], [-0.032, -0.013, -0.027], [0.082, 0.063, -0.010], [-0.017, -0.083, 0.010], [-0.002, -0.005, -0.002], [0.001, 0.004, 0.005], [0.003, 0.004, 0.000], [0.000, -0.004, -0.004], [-0.005, -0.001, 0.000], [-0.005, 0.001, -0.001], [0.006, 0.001, 0.000], [0.005, 0.000, 0.001]]
}

Record 2
{
  "formula": "C5H8NS",
  "method": "ωB97M-V/def2-TZVPD",
  "charge": 1,
  "de_lowest_kj_mol": 249.2,
  "species": ["C", "C", "C", "C", "C", "N", "S", "H", "H", "H", "H", "H", "H", "H", "H"],
  "positions_angstrom": [[1.48582, 0.79695, -0.17422], [-0.45619, 1.14105, 0.37559], [2.74611, 0.45100, -0.37770], [-1.83132, 1.56877, 0.68822], [0.38994, -1.21492, 0.81048], [0.39192, 0.14674, 0.37352], [0.86860, 2.49816, -0.39113], [3.35542, 1.25011, -0.80244], [3.38056, -0.40036, -0.18759], [-2.24500, 1.29214, 1.57770], [-2.56981, 1.25375, -0.02907], [-1.81696, 2.64528, 0.80460], [-0.33839, -1.50918, 1.48664], [1.31751, -1.33410, 1.41710], [0.41144, -1.99672, -0.01725]],
  "forces_ev_per_a": [[2.884, 0.932, -0.714], [1.317, 2.921, -1.152], [0.569, 0.760, -0.294], [0.909, 0.612, -1.199], [2.524, -2.042, -0.666], [-1.682, 1.291, -0.169], [-2.585, -4.064, 1.516], [-0.203, -0.022, 0.060], [-0.782, -0.665, 0.196], [-0.606, -1.579, 2.804], [-0.007, -0.026, -0.824], [0.027, 0.265, -0.610], [-2.000, 0.174, 1.012], [-0.373, 0.011, -0.667], [0.009, 1.432, 0.706]]
}

Record 3
{
  "formula": "C4H10N2O2",
  "method": "ωB97M-V/def2-TZVPD",
  "charge": 0,
  "de_lowest_kj_mol": 292.5,
  "species": ["N", "C", "C", "C", "O", "N", "C", "O", "H", "H", "H", "H", "H", "H", "H", "H", "H", "H"],
  "positions_angstrom": [[0.78097, -0.70066, 2.01621], [-0.04197, -0.86487, 0.83074], [0.38220, -0.16556, -0.46469], [0.50024, 1.37929, -0.21530], [1.15180, 1.78307, 1.02422], [-0.35265, -0.66984, -1.55175], [-1.77256, -0.43849, -1.70311], [-2.35119, 0.12924, -0.87460], [1.46602, -1.41510, 2.18032], [1.17681, 0.20211, 2.08668], [-1.08208, -0.45077, 1.08105], [-0.17714, -1.90531, 0.73918], [1.45452, -0.32626, -0.62061], [1.09851, 1.83945, -0.99808], [-0.57547, 1.59212, -0.19873], [0.35130, 1.79781, 1.61586], [0.10157, -1.06058, -2.35037], [-2.11088, -0.72564, -2.59703]],
  "forces_ev_per_a": [[-0.469, -0.579, 0.276], [-1.412, 1.709, 1.411], [3.218, 0.079, 2.292], [-1.184, -0.498, -0.316], [-2.488, -0.356, -0.180], [-3.082, 0.483, -1.732], [6.697, -0.257, 1.545], [-3.090, 1.988, 2.859], [0.146, -0.137, -0.253], [0.665, 0.395, 0.087], [1.216, -0.564, -0.340], [-0.227, -1.285, -0.752], [-0.064, -1.140, -0.231], [-0.503, 0.108, -0.263], [0.352, 1.339, -0.124], [1.512, 0.352, -0.319], [0.379, -0.073, -0.165], [-1.667, -1.565, -3.794]]
}

The records above yield max |F| values of 1.54 5.05 6.88 eV/Å, respectively.
The records above yield LUMO values of -0.15 -4.95 0.77 eV, respectively.